{
  "formula": "C38H51CeI2NO4S2Si",
  "method": "wB97M-V/def2-TZVPD",
  "species": ["H", "C", "H", "C", "H", "C", "Si", "C", "H", "H", "H", "C", "O", "C", "H", "H", "H", "C", "H", "C", "C", "H", "H", "C", "O", "H", "H", "C", "H", "H", "C", "H", "H", "H", "C", "I", "C", "S", "C", "H", "H", "H", "H", "H", "H", "H", "H", "C", "H", "C", "C", "C", "H", "N", "O", "C", "C", "H", "H", "H", "H", "I", "H", "C", "H", "Ce", "H", "H", "H", "H", "H", "C", "H", "C", "C", "C", "H", "C", "C", "H", "H", "C", "C", "H", "H", "H", "C", "C", "H", "C", "O", "H", "C", "C", "S", "C", "H", "C", "C", "H"],
  "positions_angstrom": [[-0.31, -3.47, -3.81], [1.40, 1.52, 2.09], [3.23, -0.83, -0.53], [-0.50, 2.31, -5.14], [-0.96, 5.53, -1.12], [1.86, 3.31, 3.78], [3.52, -0.19, -2.85], [3.61, 1.79, 3.15], [3.22, -4.04, 2.50], [2.42, 2.01, -3.41], [-1.96, -4.73, 2.37], [0.13, 5.46, -1.16], [-0.86, -0.87, 1.33], [0.07, 2.92, -1.32], [3.89, 3.41, 4.52], [-0.15, -1.34, 4.30], [5.62, -0.45, -4.20], [-0.62, -1.88, 3.48], [-0.37, -2.94, 3.64], [2.82, -1.77, -3.63], [2.95, 0.05, -1.14], [-3.36, 4.04, -5.69], [2.14, -3.73, 1.02], [0.16, -6.64, 0.58], [1.15, -1.52, 1.81], [-1.70, -1.74, 3.53], [-0.20, 0.88, -3.57], [-0.74, -3.69, -2.83], [0.60, -7.64, 0.57], [-3.80, -0.38, -4.09], [-3.31, -0.79, -3.21], [2.37, -2.51, 4.53], [5.86, 0.65, -2.83], [-0.89, -4.77, -2.76], [2.51, -3.42, 1.98], [-1.86, 2.14, 1.78], [-2.68, 3.32, -5.25], [0.56, -3.29, -1.60], [-2.13, -1.70, -3.54], [3.11, 0.28, 1.73], [-2.01, -2.51, -1.56], [2.22, 0.84, -4.73], [2.55, 4.98, 0.01], [5.84, -1.10, -2.56], [-1.85, 4.42, 3.72], [2.54, 4.15, -1.56], [3.24, -1.94, -4.62], [-2.21, 1.64, -3.62], [2.52, 3.21, -0.06], [2.14, 4.12, -0.54], [2.93, 1.22, -3.99], [0.11, 4.79, 4.56], [3.75, 1.68, -4.53], [2.40, -1.82, 3.79], [-1.56, 0.19, -1.50], [-1.38, 3.20, -5.73], [-0.74, -6.29, 1.56], [-1.30, -3.07, 0.64], [0.52, 2.24, -5.49], [0.41, 3.02, -2.36], [-4.10, 2.62, -3.80], [0.41, -5.28, 4.57], [3.04, -2.64, -3.01], [0.96, 2.62, 2.91], [2.01, -0.93, 4.03], [0.58, 0.57, -0.22], [-1.06, 3.82, -6.56], [-1.03, 3.04, -1.39], [0.55, 6.33, -0.62], [3.52, 0.90, -0.71], [0.27, 4.11, 0.48], [-3.10, 2.53, -4.19], [0.44, 5.53, -2.21], [5.38, -0.29, -3.14], [-0.81, 4.12, 3.73], [-0.14, -1.39, 2.17], [-2.89, -3.53, -2.68], [0.54, -5.72, -0.39], [-1.27, -5.01, 1.59], [-0.23, 5.61, 5.19], [-1.21, -1.13, -3.48], [3.20, 2.88, 3.86], [-0.91, -4.08, 0.62], [1.27, -5.98, -1.15], [2.13, 4.89, 5.22], [-4.06, -1.30, -2.60], [-0.90, 1.53, -4.07], [2.71, 1.14, 2.27], [1.73, -1.70, -3.73], [2.04, -2.32, 2.55], [0.23, -1.91, -1.12], [4.63, 1.43, 3.24], [0.00, -4.45, -0.36], [-2.01, -2.88, -2.58], [-2.78, 0.67, -2.23], [0.61, 4.14, -0.56], [-2.22, -2.06, -4.56], [1.41, 4.39, 4.58], [-0.38, 3.10, 2.94], [-1.01, -7.00, 2.34]],
  "multiplicity": 2,
  "s2": 0.751,
  "mol_weight_da": 1071.97,
  "total_energy_ha": -3990.75046,
  "lumo_ev": 1.742,
  "gap_ev": 6.19,
  "relative_energy_kj_mol": 230.1,
  "total_charge": -1
}